No. 1
DFT (ωB97M-V/def2-TZVPD) results for a cluster of 5 separate species, H11O5 in total at a distorted geometry.

Results
Strongest force on any atom: 1.86 eV/Å
2S+1: 2
Energy: -10412.1689 eV
LUMO (spin up / spin down): 0.605 / 0.482 eV
HOMO energy (spin up / spin down): -2.74 / -11.71 eV
Orbital gap (spin up / spin down): 3.35 / 12.20 eV
⟨S²⟩: 0.75
Energy above the lowest of the compared OMol25 structures with the same formula, charge and spin: 21.0 kcal/mol

Each atom is followed by the atoms it is bonded to, with distances in Å.
Element x y z (Å)
1 O 0.371 -0.516 1.869  H2 0.996, H3 0.965
2 H -0.263 -1.275 1.984  O1 0.996
3 H 0.129 0.087 2.582  O1 0.965
4 O 0.924 -1.880 -2.664  H5 0.954, H6 0.963
5 H 1.588 -2.452 -2.287  O4 0.954
6 H 0.801 -2.045 -3.605  O4 0.963
7 O 1.004 1.980 3.122  H8 0.953, H9 0.984
8 H 1.612 2.710 3.206  O7 0.953
9 H 0.146 2.434 3.289  O7 0.984
10 O -1.972 0.864 -1.767  H11 0.960, H12 0.964
11 H -2.236 1.787 -1.752  O10 0.960
12 H -2.741 0.285 -1.829  O10 0.964
13 O -0.165 -0.527 -0.548  H14 1.090, H15 0.978, H16 1.014
14 H -0.007 -0.557 0.531  O13 1.090
15 H 0.553 -0.316 -1.178  O13 0.978
16 H -0.921 0.036 -0.919  O13 1.014

No. 2
DFT (ωB97M-V/def2-TZVPD) results for the molecule CH2O2S at a distorted geometry.

Results
Strongest force on any atom: 4.46 eV/Å
2S+1: 1
Energy: -15992.1687 eV
LUMO (spin up / spin down): -3.477 / -3.452 eV
HOMO energy (spin up / spin down): -9.06 / -9.08 eV
Orbital gap (spin up / spin down): 5.58 / 5.63 eV
Energy above the lowest of the compared OMol25 structures with the same formula, charge and spin: 179.1 kcal/mol

Each atom is followed by the atoms it is bonded to, with distances in Å.
Element x y z (Å)
1 C 0.134 0.334 0.088  O2 1.339, S4 1.878, H5 1.102, H6 1.065
2 O 0.777 -0.839 0.003  C1 1.339, O3 1.318
3 O 0.091 -1.909 -0.347  O2 1.318
4 S -1.648 0.475 -0.486  C1 1.878
5 H -0.056 0.804 1.067  C1 1.102
6 H 0.702 1.135 -0.324  C1 1.065

No. 3
DFT (ωB97M-V/def2-TZVPD) results for a cluster of 9 separate species, C36H94Cl8N12O6P4 in total at a distorted geometry.

Results
Strongest force on any atom: 6.47 eV/Å
2S+1: 1
Energy: -206361.4222 eV
LUMO: 0.509 eV
HOMO energy: -8.14 eV
Structure (SMILES): CN(C)P(=O)(N(C)C)N(C)C.CN(C)P(=O)(N(C)C)N(C)C.CN(C)P(=O)(N(C)C)N(C)C.CN(C)P(=O)(N(C)C)N(C)C.O=C1CCCO1.ClCCCl.ClCCCl.ClCCCl.ClCCCl
Orbital gap: 8.65 eV
Energy above the lowest of the compared OMol25 structures with the same formula, charge and spin: 0.0 kcal/mol

Each atom is followed by the atoms it is bonded to, with distances in Å.
Element x y z (Å)
1 C 6.855 24.441 15.522  N2 1.476, H12 1.090, H13 1.090, H14 1.090
2 N 5.711 23.819 16.217  C1 1.476, C3 1.458, P4 1.662
3 C 5.299 24.436 17.472  N2 1.458, H15 1.090, H16 1.090, H17 1.090
4 P 5.040 22.407 15.649  N2 1.662, O5 1.481, N6 1.725, N9 1.741
5 O 3.661 22.276 16.171  P4 1.481
6 N 5.206 22.351 13.934  P4 1.725, C7 1.443, C8 1.486
7 C 6.451 22.062 13.264  N6 1.443, H18 1.090, H19 1.090, H20 1.090
8 C 4.129 22.809 13.017  N6 1.486, H21 1.090, H22 1.090, H23 1.090
9 N 6.181 21.222 16.217  P4 1.741, C10 1.426, C11 1.470
10 C 5.941 19.870 15.833  N9 1.426, H24 1.090, H25 1.090, H26 1.090
11 C 6.487 21.356 17.648  N9 1.470, H27 1.090, H28 1.090, H29 1.090
12 H 6.620 24.728 14.497  C1 1.090
13 H 7.752 23.822 15.540  C1 1.090
14 H 7.088 25.364 16.054  C1 1.090
15 H 5.623 25.438 17.755  C3 1.090
16 H 5.624 23.723 18.229  C3 1.090
17 H 4.214 24.442 17.570  C3 1.090
18 H 7.034 21.379 13.881  C7 1.090
19 H 6.265 21.615 12.287  C7 1.090
20 H 7.119 22.922 13.209  C7 1.090
21 H 4.446 23.724 12.518  C8 1.090
22 H 3.928 22.032 12.279  C8 1.090
23 H 3.246 23.054 13.607  C8 1.090
24 H 6.728 19.182 16.140  C10 1.090
25 H 5.093 19.469 16.389  C10 1.090
26 H 5.893 19.748 14.751  C10 1.090
27 H 5.614 21.457 18.292  C11 1.090
28 H 7.092 22.257 17.753  C11 1.090
29 H 7.013 20.491 18.052  C11 1.090
30 C 13.380 13.891 11.348  N31 1.378, H41 1.090, H42 1.090, H43 1.090
31 N 13.273 15.260 11.454  C30 1.378, C32 1.442, P33 1.807
32 C 12.808 15.898 10.247  N31 1.442, H44 1.090, H45 1.090, H46 1.090
33 P 13.180 16.017 13.092  N31 1.807, O34 1.497, N35 1.714, N38 1.740
34 O 12.022 15.576 13.932  P33 1.497
35 N 14.732 15.806 13.788  P33 1.714, C36 1.470, C37 1.447
36 C 15.985 16.040 13.056  N35 1.470, H47 1.090, H48 1.090, H49 1.090
37 C 14.873 15.975 15.218  N35 1.447, H50 1.090, H51 1.090, H52 1.090
38 N 13.127 17.750 12.959  P33 1.740, C39 1.417, C40 1.469
39 C 12.656 18.548 14.032  N38 1.417, H53 1.090, H54 1.090, H55 1.090
40 C 13.807 18.418 11.842  N38 1.469, H56 1.090, H57 1.090, H58 1.090
41 H 14.055 13.693 10.516  C30 1.090
42 H 12.364 13.547 11.152  C30 1.090
43 H 13.862 13.450 12.220  C30 1.090
44 H 12.578 16.962 10.300  C32 1.090
45 H 11.935 15.395 9.830  C32 1.090
46 H 13.604 15.840 9.505  C32 1.090
47 H 16.216 17.099 13.165  C36 1.090
48 H 16.791 15.371 13.360  C36 1.090
49 H 15.761 15.981 11.991  C36 1.090
50 H 13.957 15.767 15.770  C37 1.090
51 H 15.667 15.356 15.637  C37 1.090
52 H 15.080 17.033 15.376  C37 1.090
53 H 11.575 18.561 14.165  C39 1.090
54 H 13.057 18.214 14.989  C39 1.090
55 H 12.873 19.614 13.970  C39 1.090
56 H 14.529 19.126 12.250  C40 1.090
57 H 13.134 18.896 11.131  C40 1.090
58 H 14.323 17.635 11.287  C40 1.090
59 C 3.567 16.384 17.551  N60 1.482, H70 1.090, H71 1.090, H72 1.090
60 N 3.888 14.991 17.163  C59 1.482, C61 1.513, P62 1.699
61 C 3.618 13.977 18.253  N60 1.513, H73 1.090, H74 1.090, H75 1.090
62 P 4.767 14.503 15.794  N60 1.699, O63 1.457, N64 1.730, N67 1.640
63 O 6.171 14.356 16.156  P62 1.457
64 N 4.066 13.005 15.285  P62 1.730, C65 1.451, C66 1.455
65 C 2.641 12.772 15.431  N64 1.451, H76 1.090, H77 1.090, H78 1.090
66 C 4.779 12.147 14.351  N64 1.455, H79 1.090, H80 1.090, H81 1.090
67 N 4.420 15.571 14.599  P62 1.640, C68 1.431, C69 1.444
68 C 3.105 16.087 14.370  N67 1.431, H82 1.090, H83 1.090, H84 1.090
69 C 5.470 15.822 13.640  N67 1.444, H85 1.090, H86 1.090, H87 1.090
70 H 2.866 16.688 16.773  C59 1.090
71 H 4.434 17.041 17.481  C59 1.090
72 H 3.047 16.539 18.497  C59 1.090
73 H 4.194 13.063 18.106  C61 1.090
74 H 2.580 13.657 18.344  C61 1.090
75 H 3.972 14.515 19.132  C61 1.090
76 H 2.100 12.843 14.487  C65 1.090
77 H 2.405 11.817 15.901  C65 1.090
78 H 2.246 13.564 16.067  C65 1.090
79 H 4.460 11.106 14.399  C66 1.090
80 H 4.691 12.637 13.381  C66 1.090
81 H 5.858 12.144 14.504  C66 1.090
82 H 2.992 16.233 13.295  C68 1.090
83 H 2.261 15.488 14.711  C68 1.090
84 H 2.969 17.069 14.822  C68 1.090
85 H 6.426 15.947 14.148  C69 1.090
86 H 5.184 16.663 13.008  C69 1.090
87 H 5.641 14.983 12.965  C69 1.090
88 C 9.473 18.737 7.190  N89 1.442, H99 1.090, H100 1.090, H101 1.090
89 N 9.564 18.270 5.828  C88 1.442, C90 1.553, P91 1.777
90 C 8.445 17.213 5.619  N89 1.553, H102 1.090, H103 1.090, H104 1.090
91 P 11.076 18.302 4.896  N89 1.777, O92 1.465, N93 1.709, N96 1.701
92 O 11.933 19.424 5.291  P91 1.465
93 N 11.748 16.749 5.136  P91 1.709, C94 1.446, C95 1.443
94 C 11.188 15.508 4.650  N93 1.446, H105 1.090, H106 1.090, H107 1.090
95 C 12.419 16.597 6.404  N93 1.443, H108 1.090, H109 1.090, H110 1.090
96 N 10.569 18.422 3.277  P91 1.701, C97 1.460, C98 1.462
97 C 9.561 19.419 2.933  N96 1.460, H111 1.090, H112 1.090, H113 1.090
98 C 11.356 17.869 2.176  N96 1.462, H114 1.090, H115 1.090, H116 1.090
99 H 9.844 18.050 7.950  C88 1.090
100 H 8.498 19.218 7.274  C88 1.090
101 H 10.264 19.485 7.232  C88 1.090
102 H 8.923 16.235 5.679  C90 1.090
103 H 8.096 17.378 4.600  C90 1.090
104 H 7.624 17.258 6.334  C90 1.090
105 H 10.491 15.785 3.858  C94 1.090
106 H 11.982 14.906 4.210  C94 1.090
107 H 10.663 15.011 5.465  C94 1.090
108 H 13.140 17.413 6.362  C95 1.090
109 H 11.813 16.736 7.300  C95 1.090
110 H 12.874 15.609 6.475  C95 1.090
111 H 9.078 19.294 1.964  C97 1.090
112 H 8.775 19.461 3.687  C97 1.090
113 H 9.970 20.429 2.925  C97 1.090
114 H 10.738 17.856 1.278  C98 1.090
115 H 11.723 16.871 2.416  C98 1.090
116 H 12.272 18.432 2.000  C98 1.090
117 O 9.570 18.156 16.525  C118 1.212
118 C 10.122 17.225 17.071  O117 1.212, C119 1.499, O122 1.378
119 C 9.856 15.783 16.765  C118 1.499, C120 1.534, H123 1.090, H124 1.090
120 C 11.084 15.154 17.437  C119 1.534, C121 1.543, H125 1.090, H126 1.090
121 C 11.674 16.229 18.373  C120 1.543, O122 1.403, H127 1.090, H128 1.090
122 O 11.089 17.456 18.025  C118 1.378, C121 1.403
123 H 8.924 15.389 17.169  C119 1.090
124 H 9.767 15.721 15.680  C119 1.090
125 H 10.921 14.164 17.862  C120 1.090
126 H 11.842 14.861 16.711  C120 1.090
127 H 11.465 15.964 19.410  C121 1.090
128 H 12.758 16.175 18.271  C121 1.090
129 Cl 9.534 13.721 11.451  C130 1.795
130 C 9.678 12.799 12.984  Cl129 1.795, C131 1.505, H133 1.090, H134 1.090
131 C 8.669 13.252 14.005  C130 1.505, Cl132 1.789, H135 1.090, H136 1.090
132 Cl 9.017 12.351 15.511  C131 1.789
133 H 10.639 13.025 13.445  C130 1.090
134 H 9.660 11.715 12.874  C130 1.090
135 H 7.677 12.937 13.682  C131 1.090
136 H 8.850 14.304 14.223  C131 1.090
137 Cl 5.327 17.292 7.619  C138 1.776
138 C 6.461 17.243 8.985  Cl137 1.776, C139 1.569, H141 1.090, H142 1.090
139 C 6.649 15.795 9.560  C138 1.569, Cl140 1.780, H143 1.090, H144 1.090
140 Cl 5.163 15.116 10.267  C139 1.780
141 H 6.166 17.886 9.814  C138 1.090
142 H 7.380 17.652 8.565  C138 1.090
143 H 7.333 15.895 10.402  C139 1.090
144 H 7.011 15.069 8.832  C139 1.090
145 Cl 10.902 20.823 11.527  C146 1.783
146 C 9.539 21.909 11.903  Cl145 1.783, C147 1.594, H149 1.090, H150 1.090
147 C 9.075 22.679 10.586  C146 1.594, Cl148 1.805, H151 1.090, H152 1.090
148 Cl 8.487 21.534 9.320  C147 1.805
149 H 9.910 22.661 12.600  C146 1.090
150 H 8.721 21.291 12.271  C146 1.090
151 H 9.921 23.209 10.149  C147 1.090
152 H 8.250 23.373 10.752  C147 1.090
153 Cl 9.619 17.676 10.846  C154 1.761
154 C 9.148 17.113 12.446  Cl153 1.761, C155 1.558, H157 1.090, H158 1.090
155 C 8.444 18.216 13.293  C154 1.558, Cl156 1.838, H159 1.090, H160 1.090
156 Cl 6.973 18.873 12.409  C155 1.838
157 H 10.069 16.889 12.985  C154 1.090
158 H 8.496 16.249 12.317  C154 1.090
159 H 9.199 18.981 13.470  C155 1.090
160 H 8.037 17.880 14.247  C155 1.090

No. 4
DFT (ωB97M-V/def2-TZVPD) results for a cluster of 2 separate species, C2H6BrOS in total at a distorted geometry.

Results
Strongest force on any atom: 4.37 eV/Å
2S+1: 1
Energy: -85097.1284 eV
Charge: -1
LUMO: 3.126 eV
HOMO energy: -3.71 eV
Orbital gap: 6.84 eV
Energy above the lowest of the compared OMol25 structures with the same formula, charge and spin: 12.4 kcal/mol

Each atom is followed by the atoms it is bonded to, with distances in Å.
Element x y z (Å)
1 Br 14.587 36.890 16.696  no bonds
2 C 11.027 39.002 12.292  S3 1.789, H6 1.124, H7 1.207, H8 1.041
3 S 12.207 39.653 13.468  C2 1.789, O4 1.539, C5 1.857
4 O 11.601 41.021 13.828  S3 1.539
5 C 11.805 38.415 14.792  S3 1.857, H9 1.070, H10 0.993, H11 1.054
6 H 10.035 38.797 12.779  C2 1.124
7 H 11.211 37.899 11.837  C2 1.207
8 H 10.936 39.741 11.565  C2 1.041
9 H 10.787 38.423 15.121  C5 1.070
10 H 12.425 38.565 15.553  C5 0.993
11 H 11.747 37.381 14.594  C5 1.054